# 1
Formula: C24H42N2O8P2
Source: OMol25
Level of theory: the ωB97M-V functional and the def2-TZVPD basis

Structure (ORCA input):
```
! RIJCOSX wB97M-V def2-TZVPD def2/J DEFGRID3
* xyz 0 1
C 0.90 -0.99 1.86
C 0.97 -1.60 0.44
C 0.07 -1.15 -0.58
C 0.15 -1.69 -1.92
C 1.14 -2.69 -2.16
C 1.35 -3.31 -3.58
C 2.57 -2.53 -4.24
C 2.23 -2.05 -5.64
N 1.88 -1.46 -6.57
C 3.89 -3.40 -4.26
C 4.86 -2.87 -3.19
N 5.34 -2.47 -2.23
C 2.04 -3.17 -1.13
C 1.95 -2.62 0.19
H 1.94 -0.84 2.21
H 0.39 -1.69 2.56
H 0.33 -0.04 1.89
H -0.66 -0.37 -0.31
H -0.51 -1.34 -2.73
H 0.44 -3.22 -4.20
H 1.60 -4.38 -3.42
H 2.81 -1.67 -3.58
H 4.40 -3.38 -5.24
H 3.65 -4.46 -4.03
H 2.81 -3.93 -1.33
H 2.66 -2.97 0.95
O -2.76 0.71 -4.08
P -2.92 1.77 -5.15
O -4.43 1.43 -5.71
C -5.56 1.84 -4.93
C -5.75 3.34 -4.91
O -2.03 1.04 -6.34
C -1.08 0.03 -6.01
C -1.69 -1.35 -6.08
O -2.88 3.19 -6.05
C -1.79 4.11 -5.79
C -0.43 3.55 -6.17
H -5.46 1.45 -3.91
H -6.44 1.37 -5.38
H -4.92 3.84 -4.40
H -6.67 3.61 -4.41
H -5.77 3.74 -5.93
H -0.65 0.22 -5.03
H -0.26 0.10 -6.73
H -2.68 -1.39 -5.63
H -1.05 -2.09 -5.59
H -1.82 -1.66 -7.13
H -1.81 4.40 -4.74
H -1.99 5.00 -6.39
H -0.12 2.76 -5.48
H 0.33 4.33 -6.13
H -0.44 3.12 -7.17
O 1.01 0.02 5.68
P 0.85 0.62 7.06
O 2.31 1.36 7.26
C 2.54 2.60 6.59
C 1.72 3.74 7.18
O 1.16 -0.75 7.94
C 1.03 -2.04 7.34
C 2.35 -2.52 6.76
O 0.26 1.34 8.46
C -1.15 1.21 8.73
C -1.59 -0.22 9.00
H 2.34 2.49 5.52
H 3.61 2.83 6.71
H 0.65 3.59 7.00
H 2.00 4.69 6.73
H 1.87 3.81 8.26
H 0.25 -2.03 6.58
H 0.70 -2.73 8.12
H 2.87 -1.74 6.22
H 2.19 -3.37 6.09
H 3.02 -2.84 7.57
H -1.71 1.64 7.90
H -1.35 1.82 9.61
H -1.55 -0.82 8.08
H -2.61 -0.24 9.37
H -0.94 -0.70 9.73
*
```

E_LUMO = -0.70 eV
SMILES = Cc1ccc(C[C@H](C#N)CC#N)cc1.CCOP(=O)(OCC)OCC.CCOP(=O)(OCC)OCC

=====

# 2
Formula: C24H42NP3SeSm
Source: OMol25
Level of theory: the ωB97M-V functional and the def2-TZVPD basis

Structure (ORCA input):
```
! RIJCOSX wB97M-V def2-TZVPD def2/J DEFGRID3
* xyz 3 6
Sm -0.14 -0.78 0.00
P 0.20 1.94 1.34
P -2.75 0.42 -0.35
P 2.68 -0.32 -0.39
H -1.41 -3.05 -8.09
C -0.58 -3.73 -7.89
C -0.75 -4.88 -7.21
H -1.73 -5.27 -6.95
C 0.38 3.57 0.51
C -1.10 2.43 2.55
C 1.65 2.11 2.47
C -3.35 -0.65 -1.73
C -4.11 0.26 0.86
C -3.10 2.10 -1.02
C 2.95 -1.52 -1.77
C 3.88 -0.86 0.87
C 3.51 1.17 -1.06
H 0.40 -3.47 -8.31
H 0.11 -5.53 -7.01
H 0.44 4.36 1.28
H -0.49 3.75 -0.13
H 1.28 3.59 -0.11
H -0.79 3.38 2.99
H -1.17 1.67 3.34
H -2.08 2.54 2.07
H 1.59 3.11 2.93
H 2.60 2.00 1.93
H 1.61 1.35 3.27
H -4.44 -0.68 -1.74
H -2.95 -1.66 -1.57
H -2.98 -0.30 -2.71
H -4.98 0.89 0.61
H -3.74 0.56 1.85
H -4.43 -0.78 0.92
H -4.19 2.19 -1.13
H -2.60 2.21 -1.99
H -2.73 2.89 -0.35
H 4.02 -1.75 -1.87
H 2.55 -1.12 -2.71
H 2.40 -2.44 -1.55
H 4.87 -0.90 0.40
H 3.59 -1.85 1.23
H 3.90 -0.18 1.73
H 4.58 0.98 -1.20
H 3.37 2.02 -0.38
H 3.04 1.43 -2.02
C 0.12 0.09 -4.07
C -0.35 -1.24 -4.14
C -0.30 -1.94 -5.33
C 0.07 -1.28 -6.50
C 0.52 0.04 -6.48
C 0.56 0.72 -5.26
Se 0.15 1.00 -2.43
H -0.07 -1.84 -1.61
H -0.74 -1.75 -3.26
H -0.57 -2.99 -5.32
H 0.03 -1.78 -7.45
H 0.84 0.47 -7.43
H 0.90 1.76 -5.19
N -0.13 -1.22 2.27
C -0.06 -1.00 3.42
C -0.02 -0.72 4.80
C -1.23 -0.40 5.46
C -1.20 -0.04 6.80
C 0.04 0.01 7.48
C 1.24 -0.33 6.82
C 1.22 -0.70 5.48
H -2.18 -0.42 4.91
H -2.14 0.20 7.31
H 0.07 0.33 8.52
H 2.20 -0.30 7.35
H 2.14 -0.93 4.95
*
```

E_LUMO (spin up / spin down) = -12.18 / -12.52 eV
Energy relative to the best compared isomer or geometry (same formula, charge and spin) = 0.000 eV

=====

# 3
Formula: C24H42NP3SeYb
Source: OMol25
Level of theory: the ωB97M-V functional and the def2-TZVPD basis

Structure (ORCA input):
```
! RIJCOSX wB97M-V def2-TZVPD def2/J DEFGRID3
* xyz 3 2
Yb -0.77 -0.20 0.97
P 1.70 1.60 -1.10
P -1.16 2.34 1.42
P -1.44 1.04 -1.91
H -0.02 -3.39 -0.69
C -0.06 -2.89 -1.67
C 1.02 -2.26 -2.16
H 1.91 -2.13 -1.53
C 3.44 1.43 -0.52
C 1.64 3.44 -0.99
C 2.08 1.40 -2.90
C -2.60 1.66 2.35
C 0.02 2.58 2.79
C -1.70 3.98 0.99
C -1.30 0.10 -3.49
C -1.46 2.75 -2.61
C -3.26 0.85 -1.64
H -1.04 -2.85 -2.15
H 1.04 -1.77 -3.13
H 3.76 0.38 -0.61
H 3.52 1.73 0.53
H 4.10 2.06 -1.13
H 1.59 3.73 0.07
H 0.76 3.84 -1.50
H 2.55 3.86 -1.43
H 2.23 0.34 -3.11
H 3.01 1.94 -3.12
H 1.28 1.78 -3.54
H -2.80 2.41 3.12
H -2.41 0.68 2.84
H -3.48 1.56 1.70
H -0.52 3.08 3.60
H 0.84 3.23 2.44
H 0.46 1.64 3.15
H -2.08 4.43 1.92
H -2.49 3.92 0.23
H -0.84 4.54 0.60
H -2.21 0.25 -4.08
H -1.18 -0.97 -3.27
H -0.44 0.44 -4.07
H -2.32 2.85 -3.30
H -0.54 2.97 -3.17
H -1.57 3.49 -1.81
H -3.77 0.99 -2.61
H -3.62 1.59 -0.93
H -3.48 -0.15 -1.25
C -3.63 -3.56 0.44
C -2.92 -4.52 -0.29
C -3.52 -5.75 -0.57
C -4.82 -6.01 -0.13
C -5.54 -5.04 0.57
C -4.95 -3.81 0.85
Se -2.87 -1.83 0.90
H -1.39 -2.20 1.33
H -1.91 -4.30 -0.63
H -2.96 -6.50 -1.12
H -5.27 -6.97 -0.33
H -6.56 -5.23 0.89
H -5.49 -3.04 1.41
N 1.34 -0.69 1.68
C 2.48 -0.68 1.97
C 3.84 -0.57 2.33
C 4.84 -1.21 1.57
C 6.19 -1.03 1.87
C 6.56 -0.23 2.96
C 5.58 0.39 3.74
C 4.23 0.22 3.44
H 4.53 -1.84 0.72
H 6.94 -1.51 1.24
H 7.61 -0.11 3.21
H 5.86 1.01 4.60
H 3.45 0.71 4.03
*
```

E_LUMO (spin up / spin down) = -9.78 / -11.17 eV
Energy relative to the best compared isomer or geometry (same formula, charge and spin) = 0.000 eV

=====

# 4
Formula: C24H43BF7N2O9
Source: OMol25
Level of theory: the ωB97M-V functional and the def2-TZVPD basis

Structure (ORCA input):
```
! RIJCOSX wB97M-V def2-TZVPD def2/J DEFGRID3
* xyz 1 1
C 4.32 -1.20 0.35
O 3.61 -0.01 0.63
C 2.59 0.28 -0.29
C 3.12 0.93 -1.58
C 2.39 2.22 -1.95
C 0.98 2.05 -2.56
C 0.64 0.65 -3.01
C -0.87 0.53 -3.41
C -1.59 0.01 -2.21
C -2.25 0.88 -1.35
C -2.88 0.41 -0.21
C -3.56 1.37 0.76
F -4.74 0.89 1.16
F -2.73 1.50 1.81
C -3.81 2.81 0.20
F -4.46 2.76 -0.96
F -4.57 3.46 1.08
F -2.67 3.47 0.07
C -2.83 -0.97 0.08
B -3.49 -1.61 1.39
O -2.74 -1.86 2.50
O -4.81 -1.89 1.38
C -2.18 -1.79 -0.80
N -1.57 -1.30 -1.92
N -0.92 -2.17 -2.81
C 0.35 -2.59 -2.28
O 0.58 -2.89 -1.16
F 1.25 -2.60 -3.23
C -1.78 -3.23 -3.27
O -2.58 -3.09 -4.12
F -1.60 -4.36 -2.61
H 4.31 -1.87 1.21
H 5.36 -0.96 0.12
H 3.90 -1.75 -0.50
H 2.03 -0.64 -0.50
H 1.91 0.97 0.21
H 3.16 0.21 -2.41
H 4.16 1.19 -1.37
H 3.02 2.78 -2.64
H 2.34 2.82 -1.04
H 0.25 2.43 -1.84
H 0.90 2.71 -3.43
H 0.82 -0.07 -2.22
H 1.27 0.37 -3.85
H -1.02 -0.11 -4.28
H -1.27 1.52 -3.61
H -2.26 1.92 -1.62
H -1.81 -1.72 2.34
H -5.16 -1.99 2.28
H -2.11 -2.85 -0.63
C 4.55 5.83 1.45
C 3.93 4.47 1.69
O 3.81 3.73 0.48
H 3.96 6.40 0.74
H 4.63 6.40 2.37
H 5.56 5.73 1.03
H 2.93 4.58 2.10
H 4.53 3.90 2.41
H 4.70 3.61 0.12
C 0.76 -6.18 -4.18
C 2.13 -6.45 -3.58
O 3.03 -5.36 -3.79
H 0.84 -6.00 -5.25
H 0.09 -7.04 -4.02
H 0.29 -5.30 -3.73
H 2.58 -7.31 -4.05
H 2.05 -6.65 -2.51
H 2.66 -4.58 -3.36
C -2.80 -4.42 5.55
C -4.19 -3.81 5.55
O -4.15 -2.41 5.27
H -2.17 -3.92 6.29
H -2.84 -5.48 5.78
H -2.32 -4.29 4.57
H -4.65 -3.92 6.52
H -4.82 -4.31 4.81
H -3.75 -2.29 4.41
C -1.07 5.14 2.43
C 0.27 4.95 3.11
O 1.11 6.09 2.96
H -0.94 5.35 1.37
H -1.70 4.25 2.54
H -1.61 5.99 2.86
H 0.81 4.11 2.66
H 0.13 4.73 4.17
H 0.66 6.84 3.36
*
```

E_LUMO = -5.20 eV
Energy relative to the best compared isomer or geometry (same formula, charge and spin) = 1.887 eV

=====

# 5
Formula: C24H43BN7Pt
Source: OMol25
Level of theory: the ωB97M-V functional and the def2-TZVPD basis

Structure (ORCA input):
```
! RIJCOSX wB97M-V def2-TZVPD def2/J DEFGRID3
* xyz 3 5
Pt 0.95 0.27 0.13
C -4.36 1.48 -0.54
C -2.91 1.77 -0.44
C -2.29 3.07 -0.53
C -0.87 2.83 -0.32
N -0.72 1.56 -0.15
N -1.97 0.90 -0.22
B -2.02 -0.66 0.09
N -1.40 -0.94 1.44
N -0.09 -0.64 1.70
C 0.22 -1.02 2.92
C -0.93 -1.58 3.51
C -1.93 -1.52 2.56
C -3.34 -1.97 2.66
C 1.61 -0.87 3.47
C 2.51 -0.14 2.47
C 2.19 -2.27 3.76
C 1.54 -0.06 4.78
N -1.15 -1.36 -1.05
N 0.13 -1.16 -1.15
C 0.67 -2.00 -2.16
C -0.36 -2.69 -2.70
C -1.52 -2.31 -2.00
C -2.90 -2.80 -2.14
C 2.15 -2.05 -2.35
C 2.76 -2.65 -1.07
C 2.48 -2.94 -3.55
C 2.72 -0.64 -2.58
C 0.24 3.84 -0.28
C 0.43 4.41 -1.70
C 1.53 3.21 0.23
C -0.20 4.97 0.68
H -4.91 2.37 -0.83
H -4.74 1.15 0.43
H -4.56 0.69 -1.26
H -2.79 4.01 -0.73
H -3.14 -1.02 0.01
H -1.02 -1.98 4.50
H -3.52 -2.42 3.63
H -3.58 -2.71 1.90
H -4.04 -1.13 2.55
H 2.63 -0.71 1.53
H 3.53 -0.05 2.86
H 2.17 0.89 2.29
H 2.24 -2.87 2.85
H 1.58 -2.80 4.49
H 3.19 -2.18 4.17
H 1.11 0.93 4.61
H 2.54 0.07 5.19
H 0.94 -0.57 5.53
H -0.32 -3.43 -3.48
H -2.98 -3.50 -2.97
H -3.60 -1.97 -2.28
H -3.20 -3.31 -1.22
H 2.36 -3.65 -0.87
H 2.57 -2.03 -0.19
H 3.84 -2.73 -1.19
H 2.14 -3.97 -3.39
H 3.56 -2.98 -3.70
H 2.03 -2.56 -4.47
H 2.49 0.06 -1.76
H 2.36 -0.20 -3.51
H 3.81 -0.70 -2.64
H 0.82 3.64 -2.38
H 1.14 5.23 -1.66
H -0.50 4.81 -2.11
H 1.80 2.30 -0.35
H 1.46 2.96 1.29
H 2.37 3.88 0.09
H -1.08 5.49 0.31
H 0.61 5.70 0.75
H -0.40 4.59 1.68
N -0.46 1.08 -3.48
H -1.35 0.74 -3.84
H 0.22 0.75 -4.16
H -0.49 2.08 -3.63
*
```

E_LUMO (spin up / spin down) = -8.94 / -12.70 eV
Energy relative to the best compared isomer or geometry (same formula, charge and spin) = 0.000 eV

=====

# 6
Formula: C24H43CaClF2KLiN2O9
Source: OMol25
Level of theory: the ωB97M-V functional and the def2-TZVPD basis

Structure (ORCA input):
```
! RIJCOSX wB97M-V def2-TZVPD def2/J DEFGRID3
* xyz 0 1
C -2.70 4.20 0.65
C -2.54 5.70 0.65
N -3.27 6.45 -0.05
C -1.38 6.22 1.57
C -0.17 5.31 1.22
C 0.30 5.34 -0.22
C 1.38 4.45 -0.56
C 1.88 4.43 -1.98
C 0.78 4.54 -3.04
C 1.45 4.25 -4.40
C -0.36 3.52 -2.88
C 1.93 3.69 0.41
N 1.49 3.68 1.71
C 2.11 2.81 2.73
C 2.23 1.32 2.36
C 0.96 0.45 2.65
C 0.22 -0.05 1.39
O -0.20 -1.43 1.61
C 0.43 4.49 2.10
H -2.33 3.79 1.60
H -3.74 3.94 0.47
H -2.02 3.78 -0.10
H -3.00 7.43 0.06
H -1.63 6.00 2.61
H -1.19 7.31 1.42
H -0.22 5.98 -0.97
H 2.58 5.27 -2.14
H 2.45 3.50 -2.12
H 0.39 5.56 -3.12
H 0.76 4.34 -5.23
H 1.84 3.22 -4.42
H 2.32 4.90 -4.55
H -1.12 3.83 -2.16
H 0.01 2.50 -2.69
H -0.88 3.47 -3.84
H 2.74 3.02 0.11
H 3.10 3.25 2.96
H 1.49 2.84 3.63
H 3.01 0.91 3.01
H 2.58 1.19 1.33
H 1.31 -0.44 3.17
H 0.27 0.97 3.32
H -0.68 0.53 1.20
H 0.88 0.04 0.51
H -1.11 -1.38 1.90
H 0.06 4.45 3.13
O 5.03 5.80 -1.53
H 5.31 6.60 -2.00
H 4.89 6.10 -0.62
F -0.41 2.28 0.78
Li 2.48 5.42 3.20
C -2.28 -7.62 0.23
C -1.15 -8.24 1.02
O -0.01 -7.36 1.07
C -0.07 -6.36 1.93
O -0.98 -6.11 2.67
O 1.06 -5.64 1.81
C 1.09 -4.47 2.62
H -1.93 -7.32 -0.76
H -3.10 -8.32 0.12
H -2.66 -6.72 0.72
H -0.82 -9.15 0.53
H -1.47 -8.51 2.03
H 0.88 -4.70 3.66
H 0.38 -3.74 2.24
H 2.09 -4.05 2.55
C -1.15 -12.23 -2.18
C -0.50 -12.27 -0.82
O -0.80 -11.48 0.05
C 0.54 -13.34 -0.60
H -1.88 -11.42 -2.20
H -0.40 -12.06 -2.95
H -1.67 -13.17 -2.37
H 1.35 -13.20 -1.30
H 0.08 -14.35 -0.74
H 0.93 -13.25 0.42
C -3.53 9.60 -2.17
O -3.38 8.96 -3.20
O -4.17 10.69 -2.09
O -3.05 9.27 -1.04
Ca 0.80 7.78 -0.03
Cl 0.77 -15.19 -2.32
F -6.03 9.03 -2.84
K 1.38 -0.83 -0.85
*
```

E_LUMO = -4.43 eV